A molecular structure, C38H39KN5O8S, computed with wB97M-V/def2-TZVPD.

```
92
Properties=species:S:1:pos:R:3:forces:R:3
K -0.707 0.163 0.397 0.05 -0.19 0.31
C 6.760 -1.042 2.624 -0.04 -0.03 0.00
C 5.280 -0.792 2.501 0.00 -0.43 0.35
C 4.666 0.165 3.220 -0.13 -0.03 -0.05
C 3.229 0.394 3.075 0.01 -0.13 0.10
C 2.748 1.498 3.734 0.03 -0.01 0.04
N 1.558 2.088 3.976 0.00 0.03 -0.13
C 0.180 1.687 3.752 -0.05 -0.03 0.05
C -0.551 1.679 5.099 0.01 -0.01 -0.01
C -2.067 1.555 4.979 0.01 -0.02 -0.02
N -2.462 0.381 4.219 0.02 0.00 0.06
C -2.657 -0.816 4.703 0.01 0.04 -0.03
C -2.815 -1.957 3.897 0.07 -0.08 -0.05
C -3.016 -3.225 4.494 0.02 0.00 0.01
C -3.046 -4.369 3.752 0.00 0.00 0.03
C -3.275 -5.724 4.363 0.00 0.00 -0.01
C -2.814 -4.246 2.358 0.01 0.02 -0.02
C -2.584 -3.061 1.711 -0.02 0.01 -0.01
C -2.254 -3.115 0.276 0.14 -0.02 -0.07
N -1.726 -2.176 -0.384 -0.22 -0.07 -0.06
C -1.468 -2.359 -1.806 0.06 0.08 -0.01
C -0.370 -1.438 -2.351 0.17 0.01 -0.16
C 1.072 -1.872 -2.068 0.13 0.11 0.08
N 1.505 -1.710 -0.695 0.20 0.12 0.70
C 1.497 -2.796 0.074 -0.03 -0.21 -0.43
C 3.258 -1.246 1.156 1.11 1.79 0.18
C 4.555 -1.518 1.490 0.12 0.28 -0.38
C 2.469 -0.483 2.180 -0.38 -0.29 0.03
O 1.235 -0.590 2.233 0.16 0.25 -0.12
C -2.644 -1.824 2.467 -0.02 0.04 0.17
O -2.546 -0.685 1.946 -0.14 -0.09 -0.20
H 7.165 -0.588 3.530 0.01 0.02 -0.02
H 7.297 -0.628 1.765 0.00 -0.03 -0.01
H 6.975 -2.112 2.646 0.00 0.00 0.03
H 5.215 0.760 3.944 0.01 0.05 -0.04
H 3.540 2.090 4.191 0.00 0.00 0.00
H 1.650 3.031 4.313 0.00 -0.01 0.03
H 0.195 0.692 3.314 0.01 0.01 -0.01
H -0.290 2.381 3.045 0.03 0.02 0.01
H -0.339 2.605 5.644 -0.01 0.01 -0.01
H -0.165 0.855 5.708 0.01 0.01 0.01
H -2.472 2.425 4.461 -0.01 0.00 0.01
H -2.527 1.501 5.968 0.00 0.00 0.00
H -2.450 0.375 3.180 0.00 -0.02 -0.01
H -2.668 -0.919 5.787 0.00 0.00 0.00
H -3.136 -3.277 5.572 0.00 0.01 0.00
H -3.257 -5.667 5.452 -0.01 0.00 0.00
H -2.507 -6.434 4.052 0.00 0.00 0.01
H -4.242 -6.139 4.068 0.00 0.00 -0.01
H -2.786 -5.157 1.764 0.00 0.00 0.01
H -2.459 -4.089 -0.198 0.01 -0.02 0.01
H -2.399 -2.116 -2.330 -0.01 0.01 0.02
H -1.226 -3.404 -2.047 -0.02 -0.02 0.04
H -0.505 -0.404 -2.020 -0.08 -0.06 -0.06
H -0.495 -1.409 -3.440 0.01 -0.04 0.01
H 1.767 -1.284 -2.677 -0.04 -0.03 0.00
H 1.198 -2.915 -2.391 -0.03 0.01 -0.03
H 0.905 -3.666 -0.286 -0.02 0.10 -0.16
H 5.126 -2.081 0.756 0.06 0.17 -0.05
O 4.787 3.596 0.527 0.00 0.01 0.03
C 3.731 2.775 0.238 0.01 -0.02 -0.03
C 3.921 1.446 -0.105 -0.01 -0.02 0.00
C 2.799 0.650 -0.307 0.19 -0.06 0.01
N 1.575 1.144 -0.288 -0.08 0.21 -0.08
C 1.403 2.434 0.026 -0.28 0.25 -0.03
C 2.445 3.288 0.334 0.13 -0.15 -0.02
C -0.063 2.925 0.094 0.12 0.08 -0.05
O -0.343 3.672 1.054 0.06 -0.04 -0.01
O -0.834 2.456 -0.779 -0.03 0.17 0.07
C 3.059 -0.864 -0.359 -0.78 -1.18 -0.31
O 3.892 -1.272 -1.211 0.06 0.13 0.05
O 2.133 -2.937 1.119 -0.64 -0.68 0.26
H 5.582 3.053 0.558 0.00 0.01 -0.03
H 4.905 0.993 -0.135 0.00 0.00 -0.03
H 2.253 4.307 0.636 0.00 0.00 -0.01
C -0.347 2.464 -4.505 0.00 0.01 0.02
S 0.926 2.317 -3.237 0.10 0.03 -0.04
O 1.360 3.708 -2.944 0.01 0.01 0.03
C 2.223 1.631 -4.283 -0.06 -0.07 0.00
C 2.051 0.439 -4.976 -0.01 -0.02 0.01
C 3.119 -0.118 -5.660 0.02 0.02 0.00
C 4.359 0.509 -5.642 -0.02 0.00 0.00
C 4.525 1.693 -4.940 0.01 -0.01 0.00
C 3.457 2.258 -4.255 -0.01 0.03 -0.01
H 0.038 3.046 -5.341 -0.01 0.01 0.00
H -1.172 2.979 -4.015 0.00 -0.01 0.01
H -0.670 1.473 -4.822 0.01 -0.01 -0.02
H 1.091 -0.066 -4.971 0.01 0.00 0.01
H 2.989 -1.050 -6.195 0.00 -0.01 0.00
H 5.197 0.063 -6.161 0.00 0.00 0.00
H 5.495 2.173 -4.910 0.00 0.00 0.00
H 3.559 3.174 -3.687 0.00 -0.01 0.00
```
Forces are in eV/Å.

For the calculated total energy, the calculation gives -3345.2966 hartree. The calculation puts the LUMO energy at 1.55 eV. The net charge is -1. The value obtained for the gap between HOMO and LUMO is 5.05 eV. Its largest force on an atom is 2.1 eV/Å.

21 unconnected molecules or ions with the total composition C126H105F21, computed with wB97M-V/def2-TZVPD.

```
252
Properties=species:S:1:pos:R:3:forces:R:3
F 6.927 0.380 2.295 0.51 -0.53 -0.22
C 5.956 0.652 3.165 -1.36 2.18 -0.06
C 5.759 -0.074 4.298 -0.92 0.44 0.74
C 4.748 0.315 5.233 1.36 -0.93 -0.03
C 3.928 1.371 4.962 -0.82 1.05 -0.40
C 4.124 2.100 3.786 0.93 0.98 -0.74
C 5.193 1.814 2.917 -0.63 -0.29 -0.25
H 6.428 -0.882 4.431 0.40 -0.86 0.58
H 4.723 -0.168 6.214 -0.18 -0.13 -0.49
H 3.126 1.755 5.612 0.58 -0.61 -0.02
H 3.548 3.034 3.625 0.28 -0.81 -0.02
H 5.417 2.430 2.019 -0.23 -0.46 0.77
F -4.755 -3.516 7.400 -0.69 0.04 0.40
C -3.834 -2.839 6.711 1.47 -0.97 -0.64
C -3.626 -1.495 6.908 1.02 -0.86 -1.84
C -2.571 -0.921 6.125 -1.07 -1.06 0.86
C -1.789 -1.671 5.259 -2.04 -0.48 1.55
C -2.070 -3.044 5.115 1.37 1.59 -0.78
C -3.028 -3.639 5.849 -1.55 0.03 0.95
H -4.317 -0.960 7.515 -0.11 0.58 0.47
H -2.428 0.117 6.268 0.41 0.98 -0.11
H -1.033 -1.178 4.743 1.16 0.48 -1.04
H -1.494 -3.558 4.370 0.21 -0.59 -0.09
H -3.204 -4.706 5.746 -0.20 0.18 0.19
F -0.521 7.499 4.573 0.15 0.42 0.24
C -0.736 6.421 3.809 -0.27 -0.66 0.42
C -2.049 5.905 3.793 1.26 -0.83 -0.11
C -2.259 4.760 3.013 1.28 0.15 -0.53
C -1.177 4.225 2.253 -0.34 0.82 1.28
C 0.131 4.718 2.400 -2.27 -0.48 0.46
C 0.366 5.789 3.227 1.06 1.05 -0.47
H -2.781 6.229 4.533 0.13 0.33 -0.50
H -3.224 4.264 3.041 0.09 0.04 -0.19
H -1.327 3.367 1.648 -0.17 -0.57 -0.40
H 0.933 4.180 1.976 0.81 -0.43 -0.63
H 1.448 6.117 3.254 -1.63 0.13 0.54
F -9.847 -2.929 -2.080 -0.11 -0.14 -0.32
C -9.189 -2.317 -1.087 -1.04 0.41 0.79
C -9.773 -1.216 -0.477 0.13 0.33 -0.37
C -9.094 -0.509 0.499 0.96 -0.73 -0.67
C -7.866 -1.023 0.887 -0.07 -0.77 -0.07
C -7.335 -2.230 0.420 -0.34 1.42 0.30
C -8.038 -2.849 -0.607 2.28 -1.37 0.46
H -10.705 -0.846 -0.819 -0.78 0.11 -0.48
H -9.392 0.475 0.831 -0.33 -0.17 0.18
H -7.301 -0.472 1.562 0.97 0.90 1.24
H -6.346 -2.560 0.819 -1.07 0.08 -0.58
H -7.555 -3.753 -0.973 -0.62 0.00 -0.49
F 1.202 -2.565 3.388 -0.47 0.51 0.30
C 2.125 -2.800 4.347 0.64 -0.81 -1.19
C 3.416 -2.965 3.882 0.09 0.27 0.97
C 4.410 -3.365 4.780 -0.29 0.01 -0.20
C 4.080 -3.732 6.075 -1.33 0.77 -1.21
C 2.733 -3.628 6.451 1.61 -0.64 1.28
C 1.768 -3.133 5.621 -1.45 -0.03 0.89
H 3.563 -2.760 2.848 0.47 0.13 -0.63
H 5.446 -3.436 4.495 0.13 -0.01 -0.40
H 4.867 -4.070 6.692 0.40 -0.43 0.91
H 2.470 -4.012 7.433 -0.19 0.26 -0.08
H 0.739 -3.135 6.010 0.36 0.21 -0.61
F -0.164 1.769 3.857 0.01 0.33 0.15
C -0.065 1.831 5.217 0.14 0.62 -0.98
C -0.416 3.011 5.871 0.04 0.56 -0.02
C -0.401 3.016 7.274 -0.04 -1.03 -1.43
C 0.050 1.841 7.862 -0.27 1.13 2.69
C 0.568 0.769 7.209 -1.01 1.71 -2.04
C 0.487 0.746 5.816 0.58 -0.92 1.65
H -0.577 3.914 5.264 -0.37 -0.54 0.30
H -0.757 3.832 7.886 0.15 0.15 -0.21
H 0.051 1.817 8.962 0.08 -0.01 -0.47
H 1.049 0.058 7.761 1.00 -2.14 1.12
H 0.914 -0.125 5.350 -0.15 0.08 -0.78
F 6.664 5.746 -4.582 0.15 0.59 -0.23
C 6.084 4.573 -4.323 -0.40 -0.39 2.03
C 5.388 4.398 -3.106 0.60 0.55 -1.86
C 4.822 3.174 -2.934 -2.02 -0.06 2.00
C 4.969 2.131 -3.783 0.01 -0.90 -0.89
C 5.701 2.325 -4.932 -0.80 -1.05 -0.37
C 6.229 3.539 -5.219 1.44 1.65 -0.57
H 5.123 5.156 -2.397 0.36 0.62 0.00
H 4.046 3.095 -2.154 0.76 -0.12 0.02
H 4.448 1.200 -3.638 -0.06 -0.17 0.15
H 5.686 1.561 -5.680 0.39 -0.50 -0.27
H 6.849 3.760 -6.092 -0.43 -0.29 0.06
F -4.829 2.323 3.909 1.06 -1.06 -0.82
C -4.434 1.075 3.385 -0.19 1.31 0.91
C -5.354 0.091 3.603 -1.39 -0.20 0.40
C -5.069 -1.173 3.112 0.83 1.01 0.27
C -3.844 -1.409 2.512 0.36 -0.08 -1.36
C -2.864 -0.411 2.316 -1.15 0.20 1.38
C -3.182 0.880 2.813 0.23 -0.45 -0.03
H -6.305 0.325 4.152 1.10 -0.24 -0.70
H -5.763 -1.956 3.246 -0.65 -0.82 0.04
H -3.744 -2.380 2.034 0.49 -0.01 0.33
H -1.870 -0.694 1.945 -0.65 0.38 -0.02
H -2.471 1.699 2.860 0.00 -0.09 -0.29
F 6.877 3.477 -0.369 0.64 0.02 0.44
C 8.030 3.090 -0.986 -0.59 0.00 -0.70
C 8.028 1.847 -1.556 -0.30 -0.87 0.18
C 9.070 1.504 -2.407 0.91 0.16 -0.61
C 10.102 2.434 -2.592 -1.06 0.75 0.67
C 10.127 3.683 -1.931 0.07 -2.01 -0.90
C 9.063 3.991 -1.151 -1.17 0.79 1.85
H 7.224 1.170 -1.265 0.12 0.14 -0.52
H 9.109 0.559 -2.993 -0.23 0.72 0.77
H 10.861 2.284 -3.299 1.02 -0.64 -0.81
H 10.984 4.304 -2.068 0.23 0.53 0.04
H 8.968 4.851 -0.499 0.28 0.45 -0.42
F -0.677 -4.884 2.132 -1.41 -0.02 -0.56
C -1.986 -4.809 1.632 2.53 0.50 -0.22
C -2.131 -4.251 0.373 -0.16 0.35 -0.85
C -3.422 -4.161 -0.144 -1.87 0.14 0.56
C -4.490 -4.536 0.734 0.91 -0.45 -0.88
C -4.287 -5.109 1.974 0.65 -0.08 -0.76
C -2.984 -5.289 2.398 -0.25 -0.59 2.02
H -1.249 -3.920 -0.178 -0.25 -0.15 0.17
H -3.772 -3.804 -1.168 1.19 -0.41 1.42
H -5.486 -4.584 0.373 -0.77 0.35 -0.50
H -5.096 -5.539 2.526 -0.42 0.05 0.30
H -2.736 -5.781 3.359 -0.18 0.37 -0.71
F 6.540 -1.742 -2.257 0.48 0.32 0.08
C 5.388 -1.737 -1.573 -1.23 -0.50 -0.96
C 4.340 -2.488 -2.111 0.69 0.46 0.41
C 3.133 -2.499 -1.447 0.52 0.00 -0.90
C 2.938 -1.813 -0.288 -0.12 1.09 2.38
C 3.998 -1.060 0.259 0.63 -0.15 -1.35
C 5.204 -0.948 -0.463 0.09 -0.14 0.54
H 4.420 -3.003 -3.055 0.35 -0.08 -0.06
H 2.370 -3.004 -1.967 -1.18 -0.61 -0.07
H 1.973 -1.817 0.250 0.57 -0.11 -0.46
H 3.970 -0.496 1.177 -0.57 0.04 0.17
H 6.014 -0.270 -0.184 -0.28 -0.33 0.31
F -1.949 1.352 -4.508 0.61 0.13 0.51
C -2.695 1.310 -5.615 0.84 0.12 -1.59
C -4.055 1.241 -5.437 -0.36 0.16 0.88
C -4.908 1.105 -6.492 0.54 0.00 -1.77
C -4.303 1.028 -7.776 -1.31 -0.04 -0.09
C -2.935 1.124 -7.993 -0.13 0.84 1.27
C -2.080 1.355 -6.876 -1.43 -1.27 -0.46
H -4.434 1.347 -4.437 -0.04 -0.13 0.37
H -6.001 1.100 -6.371 0.66 -0.06 -0.05
H -4.985 0.932 -8.625 0.36 -0.04 0.12
H -2.558 1.146 -9.014 0.07 -0.16 0.32
H -1.022 1.340 -7.065 0.30 0.33 0.49
F -5.174 -7.740 -0.155 0.25 0.00 -0.02
C -3.927 -7.940 0.340 -0.30 -0.79 1.02
C -3.817 -8.593 1.585 -0.08 0.67 -0.88
C -2.562 -8.772 2.130 -0.59 -0.69 -0.55
C -1.466 -8.398 1.350 1.44 -0.24 1.08
C -1.566 -7.769 0.125 -0.26 -0.14 -0.40
C -2.835 -7.555 -0.399 -0.09 -0.53 1.50
H -4.673 -8.993 2.100 -0.39 0.21 -0.05
H -2.562 -9.355 3.071 0.74 0.62 -0.61
H -0.473 -8.632 1.726 -0.07 0.17 0.02
H -0.694 -7.479 -0.485 -0.41 -0.26 0.63
H -2.997 -7.128 -1.327 -0.19 0.89 -1.71
F 4.058 4.434 -7.588 -1.26 0.15 1.03
C 3.072 4.136 -6.650 0.34 -1.41 0.08
C 2.472 2.857 -6.782 0.93 1.30 -1.14
C 1.587 2.432 -5.807 0.16 1.28 0.23
C 1.303 3.286 -4.753 -0.23 1.53 2.20
C 1.993 4.529 -4.535 0.15 -1.35 -0.83
C 2.879 4.945 -5.518 0.97 0.30 -1.15
H 2.709 2.297 -7.714 -0.16 0.22 1.02
H 1.163 1.461 -5.816 -0.49 -0.69 -0.26
H 0.540 3.062 -3.966 0.77 -0.29 -0.86
H 2.031 5.088 -3.588 -0.73 -0.41 -0.51
H 3.494 5.864 -5.441 -0.51 -0.68 0.10
F -2.770 3.441 -0.121 -0.09 -0.74 0.77
C -2.796 4.102 -1.267 -0.07 1.12 -1.28
C -2.374 5.440 -1.244 -0.84 -0.82 0.20
C -2.439 6.181 -2.418 0.15 -0.06 0.89
C -2.856 5.546 -3.588 0.29 0.35 0.90
C -3.237 4.214 -3.592 0.25 -0.06 0.07
C -3.269 3.474 -2.420 0.66 -0.77 0.90
H -2.176 5.863 -0.261 0.32 0.05 -0.27
H -2.159 7.242 -2.301 -0.25 -0.59 -0.70
H -2.873 6.128 -4.466 -0.04 0.35 -1.08
H -3.428 3.728 -4.531 -0.39 -0.02 -0.22
H -3.547 2.391 -2.341 0.23 1.17 -0.30
F 3.965 5.412 1.140 0.35 0.00 0.80
C 3.610 6.224 0.126 0.48 -1.41 0.51
C 4.571 6.978 -0.474 2.24 0.30 -0.09
C 4.174 7.627 -1.648 -0.84 -1.02 1.21
C 2.870 7.467 -2.090 -0.01 0.95 -1.95
C 1.936 6.658 -1.488 0.47 0.30 0.33
C 2.361 6.008 -0.357 -2.52 -1.07 0.36
H 5.660 6.884 -0.077 -2.13 0.51 -0.81
H 4.831 8.161 -2.262 1.05 0.80 -0.56
H 2.624 7.936 -3.052 -0.02 -0.04 0.44
H 0.936 6.525 -1.868 -0.07 -0.03 -0.15
H 1.655 5.280 0.108 0.95 0.67 -0.10
F -1.764 0.443 -0.357 0.59 0.84 -0.33
C -0.530 1.028 -0.377 2.07 -0.46 0.42
C 0.124 1.383 -1.571 0.19 -0.01 0.29
C 1.511 1.734 -1.524 -1.51 -0.85 0.30
C 2.197 1.691 -0.319 1.77 0.41 -1.10
C 1.572 1.356 0.826 -1.50 0.12 2.64
C 0.224 1.043 0.829 -1.80 -0.59 -0.57
H -0.406 1.322 -2.533 0.25 0.07 0.49
H 2.025 1.890 -2.455 0.11 0.28 -0.22
H 3.282 1.827 -0.210 -0.43 0.26 -0.66
H 2.043 1.405 1.835 -0.01 -0.24 -1.04
H -0.276 0.715 1.748 0.29 0.29 -0.37
F -0.572 -6.281 5.668 1.14 -0.36 -0.59
C 0.610 -6.800 5.162 0.36 0.98 0.39
C 1.382 -6.090 4.276 -1.34 1.39 -0.69
C 2.513 -6.646 3.708 0.20 -0.29 0.59
C 2.939 -7.880 4.140 -1.78 -1.11 0.84
C 2.174 -8.573 5.136 2.06 0.00 -0.70
C 1.090 -7.977 5.686 -2.66 0.06 0.90
H 1.033 -5.105 3.953 0.07 -0.46 0.02
H 3.074 -6.115 2.961 0.03 0.23 -0.20
H 3.689 -8.398 3.601 0.93 -0.33 -0.09
H 2.486 -9.542 5.530 0.06 0.24 -0.32
H 0.404 -8.361 6.460 0.84 -0.47 -0.28
F -7.012 2.434 -3.780 0.29 0.12 0.44
C -6.440 2.009 -2.621 -0.29 -0.18 0.58
C -6.118 0.674 -2.512 -0.86 -0.92 -0.61
C -5.568 0.257 -1.286 0.72 -1.24 -0.94
C -5.292 1.134 -0.265 0.24 -0.15 0.04
C -5.648 2.476 -0.383 0.76 -0.37 0.36
C -6.236 2.889 -1.559 -0.19 0.94 -0.76
H -6.445 0.002 -3.375 0.83 0.75 1.41
H -5.171 -0.770 -1.122 -0.72 0.67 -0.47
H -4.705 0.680 0.529 -0.26 0.64 0.35
H -5.294 3.187 0.375 -0.56 -0.23 -0.33
H -6.434 3.945 -1.721 -0.14 -0.12 0.01
F 4.243 -0.817 -5.477 1.95 0.23 0.28
C 2.978 -0.972 -5.782 0.22 -0.02 -0.41
C 2.082 -0.929 -4.803 -2.85 -0.66 1.40
C 0.715 -1.089 -5.131 1.71 0.28 0.33
C 0.344 -1.362 -6.410 -0.28 0.02 -1.58
C 1.304 -1.460 -7.420 1.12 0.69 0.76
C 2.629 -1.193 -7.070 0.29 -0.60 -2.78
H 2.383 -0.944 -3.780 0.21 0.53 0.60
H 0.006 -0.943 -4.368 -0.89 -0.06 0.83
H -0.682 -1.421 -6.721 -0.46 -0.20 0.28
H 1.084 -1.649 -8.458 -0.31 -0.08 -0.05
H 3.450 -1.198 -7.820 -0.77 -0.06 0.50
F -0.296 -2.616 -2.057 -1.24 0.08 -0.61
C -1.291 -2.914 -2.983 0.66 -0.13 1.38
C -1.022 -3.972 -3.797 2.34 -1.50 -1.55
C -1.830 -4.306 -4.877 -0.48 0.54 0.14
C -2.937 -3.452 -5.115 -0.95 -1.82 -1.27
C -3.302 -2.493 -4.214 0.86 1.42 1.76
C -2.484 -2.266 -3.055 -0.81 0.63 -1.78
H 0.013 -4.416 -3.733 -1.36 0.19 0.23
H -1.593 -5.187 -5.516 -0.21 1.03 0.48
H -3.619 -3.661 -5.972 0.79 0.27 0.61
H -4.103 -1.732 -4.333 0.32 -1.09 -0.23
H -2.776 -1.444 -2.454 0.11 0.55 0.87
```
Forces are in eV/Å.

For the calculated total energy, the calculation gives -6961.3490 hartree. The calculation puts the LUMO energy at 0.45 eV. The net charge is 0. The value obtained for the gap between HOMO and LUMO is 9.27 eV. Its largest force on an atom is 3.2 eV/Å.